194
Properties=species:S:1:pos:R:3:forces:R:3:mulliken_charge:R:1 method="wB97M-V/def2-TZVPD" largest_force_ev_per_a=4.308 smiles=c1cc[nH]c1.c1cc[nH]c1.c1cc[nH]c1.c1cc[nH]c1.CCN(CC)CC.CCN(CC)CC.CCN(CC)CC.CCN(CC)CC.CCN(CC)CC.CCN(CC)CC.CCN(CC)CC lumo_energy_ha=0.016
N -29.217516 2.031514 -6.739030 0.07 1.48 -0.44 0.7973
C -28.720464 0.844180 -7.176017 0.29 0.09 1.40 -1.0238
C -29.540040 -0.144822 -6.690413 -0.42 -1.08 -0.98 -0.6915
C -30.688980 0.445967 -6.112977 1.29 2.02 0.15 -0.7464
C -30.443482 1.843182 -6.136668 -0.11 -1.71 0.13 -0.4486
H -28.664336 2.910041 -6.953643 -1.25 -0.72 0.45 0.0725
H -27.706856 0.850268 -7.529001 0.03 -0.35 -0.43 0.6970
H -29.408676 -1.202547 -6.890930 0.04 0.14 0.16 0.4713
H -31.502164 -0.051834 -5.622479 -0.24 -0.01 -0.08 0.4958
H -31.094808 2.602224 -5.725581 0.44 0.25 -0.21 0.4191
N -30.435860 -0.328745 -0.725524 -1.12 0.53 -2.17 0.1061
C -31.572802 -0.255848 -1.574860 1.82 -2.29 -1.30 -0.3068
C -32.688952 -0.002857 -0.852315 2.69 0.85 2.20 -0.7567
C -32.180159 0.290554 0.470340 0.32 -0.21 -0.43 -0.6470
C -30.797345 0.110852 0.468872 -0.66 0.72 3.40 -0.3014
H -29.486858 -0.557745 -0.978155 -0.06 0.13 -0.39 0.4380
H -31.468120 -0.684169 -2.588846 -0.08 0.59 0.69 0.3523
H -33.677088 0.097122 -1.140424 -1.57 0.01 -0.74 0.4862
H -32.790500 0.590474 1.291334 -0.08 0.20 0.46 0.4324
H -30.064263 0.299871 1.340668 -1.31 -0.53 -1.78 0.3018
N -27.845140 0.442929 -3.312084 -0.32 -0.43 1.27 0.7968
C -27.597854 1.165083 -2.161838 0.95 -2.63 -0.15 -0.8395
C -27.187188 0.223020 -1.228716 0.58 0.60 1.41 -0.0435
C -27.297799 -1.070404 -1.784183 -0.37 -0.08 -0.58 -1.4080
C -27.744123 -0.914364 -3.062089 0.04 2.05 -0.31 -0.4142
H -28.079935 0.771962 -4.217672 -0.54 0.57 -0.54 -0.1191
H -27.719603 2.195495 -2.046076 -0.01 1.31 -0.21 0.6272
H -26.759024 0.394191 -0.214538 -0.72 0.17 -0.96 0.2040
H -27.150942 -2.028054 -1.348926 0.27 -0.38 0.55 0.4333
H -28.128175 -1.509219 -3.839840 0.09 -1.16 -0.55 0.6872
N -24.583027 8.232489 -5.299604 -2.22 0.82 1.53 0.0743
C -25.600426 9.104155 -4.817823 1.49 -2.59 1.40 -0.8419
C -25.967674 8.526879 -3.608979 -1.66 0.50 1.04 -0.3023
C -25.288947 7.263119 -3.396795 0.02 1.05 -0.54 0.5516
C -24.449631 7.127356 -4.473883 0.23 1.20 -0.45 -1.2625
H -24.074714 8.486583 -6.095228 0.88 -0.23 -1.10 0.2088
H -25.969250 9.969449 -5.342904 0.30 -0.01 0.01 0.4002
H -26.723483 8.970029 -2.878621 1.10 -0.72 -1.27 0.1369
H -25.339384 6.584550 -2.541814 -0.14 0.41 -0.41 0.4360
H -23.674911 6.419010 -4.687772 0.05 -0.32 -0.04 0.6019
C -29.476559 7.950251 -0.903013 2.19 -1.01 0.84 -0.9461
C -30.018074 6.732259 -0.191113 -0.78 -2.61 -0.96 -0.3619
N -30.172342 5.423726 -1.041224 1.10 3.16 -0.08 0.2497
C -28.958627 5.145782 -1.742564 1.43 -1.56 -0.36 -0.3798
C -27.726502 4.829180 -0.848150 -0.92 -0.58 -0.23 -0.5476
C -30.670642 4.316520 -0.291000 -0.71 -1.52 -0.65 -0.2739
C -31.901302 3.717280 -0.978516 -0.54 1.03 -0.96 -1.0675
H -29.998666 8.242430 -1.772014 -1.17 0.41 -0.65 0.4227
H -28.465537 7.756377 -1.284340 -0.03 -0.13 0.12 -0.2249
H -29.305576 8.752694 -0.187186 -0.48 0.23 -0.07 0.4442
H -29.598622 6.426078 0.776666 0.77 0.55 -0.19 0.2699
H -31.033311 6.889793 0.029396 -1.48 0.63 0.53 0.5241
H -29.106827 4.233574 -2.395418 -0.08 0.85 0.51 0.1759
H -28.627908 5.933491 -2.422782 -0.55 0.19 -0.02 -0.0845
H -27.386026 5.620872 -0.192355 0.23 0.32 -0.18 -0.0473
H -27.933487 3.985571 -0.209226 -0.43 -0.30 0.57 0.1712
H -26.970240 4.396355 -1.474618 0.94 0.40 -0.48 0.3586
H -30.834297 4.624206 0.729242 -0.28 -0.17 0.52 0.5230
H -30.012554 3.439743 -0.311029 0.66 0.41 0.47 -0.0041
H -32.233855 2.759180 -0.634109 -0.15 -0.39 0.85 0.2494
H -31.659791 3.494845 -2.033625 0.15 0.39 0.26 0.1041
H -32.731497 4.444088 -0.999008 0.16 -0.35 0.05 0.3464
C -25.288837 3.012802 7.255835 0.22 0.99 0.97 -1.0914
C -23.953769 2.389070 6.977630 0.18 -2.22 -1.68 -0.6127
N -23.308758 2.954869 5.759851 -0.73 -0.24 0.37 0.5360
C -22.845949 1.920001 4.846369 0.10 -1.60 0.47 -0.8731
C -22.793777 2.388953 3.424192 0.60 -0.01 -0.67 0.2077
C -22.321001 3.979171 6.054994 0.43 1.02 -1.76 -0.4955
C -22.936695 5.298217 6.576789 -0.26 -0.18 -0.44 -1.3904
H -25.112463 4.055635 7.018393 -0.54 0.36 0.30 0.1916
H -25.591569 2.913993 8.311845 0.17 0.07 -0.33 0.3255
H -26.114533 2.702797 6.656492 -0.36 -0.56 -0.68 0.3488
H -23.334499 2.390844 7.875481 0.40 0.34 0.00 0.3248
H -24.057171 1.294877 6.697451 -0.11 1.06 0.77 0.4319
H -21.895817 1.369192 5.186892 -0.76 0.93 -0.38 0.1605
H -23.597270 1.095491 4.808991 0.29 0.62 0.45 0.4712
H -22.535405 1.569369 2.738691 -0.38 0.11 0.41 -0.4711
H -23.796121 2.775076 3.167484 0.66 0.17 -0.12 -0.2889
H -21.970751 3.092868 3.262721 -0.46 0.44 -0.05 0.3131
H -21.708166 4.197425 5.118680 -0.71 -0.45 1.16 0.2648
H -21.689903 3.546344 6.808839 0.99 0.16 0.55 0.3941
H -23.288523 5.030214 7.547805 -0.95 0.16 0.74 0.4127
H -23.741047 5.719706 5.932194 0.35 -0.70 0.44 0.2256
H -22.288959 6.145374 6.790032 0.75 -0.28 -0.37 0.4104
C -27.120844 4.774277 3.076775 -1.55 -1.80 0.52 -0.3270
C -26.987263 6.294960 3.122334 0.33 -0.45 -0.04 -0.6968
N -26.326164 6.759438 1.886983 0.02 0.09 1.19 0.9540
C -26.632630 8.162257 1.673762 -0.44 -0.81 -1.76 -1.2310
C -26.177071 8.544469 0.255891 1.59 -1.55 1.74 -0.7535
C -24.894967 6.509480 1.897420 0.55 -1.25 0.49 -0.0991
C -24.016111 7.330276 2.913853 0.28 -1.65 0.15 -1.2486
H -27.697697 4.390590 2.195620 0.19 0.69 0.65 -0.0986
H -27.605483 4.295136 3.998534 0.40 1.04 -1.08 0.4171
H -26.198390 4.189404 3.006886 0.36 0.67 0.06 -0.2541
H -27.923607 6.868044 3.232984 -0.04 -0.76 -0.32 0.4711
H -26.464347 6.553480 4.055844 0.42 0.13 -0.18 0.3555
H -27.695678 8.169161 1.700225 -1.06 0.56 0.23 0.6082
H -26.223840 8.753732 2.455690 0.27 1.06 0.66 0.4844
H -26.503389 7.735725 -0.384444 0.09 -0.14 -0.30 -0.1845
H -26.521247 9.455790 -0.133771 -0.33 1.39 -0.23 0.6923
H -25.070869 8.493713 0.362197 -0.57 0.53 -0.92 0.1829
H -24.552525 6.657006 0.878059 0.34 0.40 -0.04 -0.2771
H -24.780896 5.412641 1.983704 0.18 0.46 0.45 0.2024
H -24.066200 7.101047 4.014253 -0.63 0.06 -1.12 0.1391
H -24.262063 8.341579 2.734345 0.00 1.33 0.19 0.4630
H -22.942201 7.204699 2.713765 -0.28 -0.02 -0.36 0.2978
C -18.791665 5.400177 0.630258 1.21 0.92 1.63 -0.6311
C -19.546284 6.657467 0.173636 -1.30 -0.49 0.15 -0.3731
N -20.425063 6.474130 -1.022657 -1.03 -0.64 1.00 0.1457
C -20.611612 7.718523 -1.724817 -0.28 0.67 -1.28 0.0958
C -19.414234 8.044206 -2.603020 1.39 1.06 1.67 -1.4772
C -21.808415 5.995306 -0.613954 1.69 -1.10 -1.00 -0.9668
C -22.498989 5.348191 -1.832639 0.58 -0.38 -0.28 0.0677
H -17.959705 5.156413 -0.056044 -0.48 0.06 0.25 0.3065
H -19.451121 4.557104 0.709222 -0.25 -0.34 0.11 -0.1764
H -18.310206 5.579221 1.706849 -1.04 -0.30 -2.26 0.3321
H -20.232336 7.007729 0.999155 0.93 0.08 -0.42 0.1368
H -18.801035 7.389783 -0.087603 0.05 0.58 0.13 0.4619
H -20.905659 8.530423 -1.032025 0.12 0.00 -0.21 0.3364
H -21.442601 7.591553 -2.471873 0.54 0.16 0.96 -0.1549
H -19.561011 8.704675 -3.397158 -1.10 1.88 -0.93 0.5041
H -19.234261 7.204468 -3.196802 0.99 -1.94 -0.31 0.4241
H -18.477250 8.482061 -2.119683 -1.13 -1.11 -0.25 0.2899
H -21.635541 5.281141 0.178219 -0.12 -0.48 0.20 0.4783
H -22.404903 6.778821 -0.172710 -0.29 0.69 0.03 0.5510
H -21.915581 4.482468 -2.281172 -0.52 1.10 0.74 -0.2340
H -23.517904 4.999762 -1.653185 0.05 -0.04 0.36 0.2782
H -22.596633 6.123441 -2.592683 -0.01 -0.21 -0.16 -0.2410
C -23.626833 0.205912 -2.740591 0.58 1.67 0.52 -0.8183
C -23.167838 1.443588 -1.896145 -0.65 -1.55 -0.87 0.4965
N -22.486897 0.949218 -0.715653 2.51 1.27 -0.33 0.3191
C -23.341362 0.433455 0.345806 1.52 0.79 -0.73 0.1821
C -22.447844 -0.428588 1.223792 -1.06 -0.10 1.04 -1.8115
C -21.614871 2.062665 -0.208781 -1.40 0.56 0.80 0.1921
C -20.193019 2.214992 -0.713756 -0.30 -1.09 -0.97 -1.5684
H -22.728992 -0.356081 -2.977889 -0.03 -0.31 -0.03 0.4263
H -24.047618 0.610974 -3.653945 -0.37 -0.31 -0.16 -0.3354
H -24.335916 -0.367805 -2.154200 -0.15 -0.26 -0.31 0.3918
H -22.527268 2.080697 -2.558298 -0.33 -0.45 0.88 -0.1219
H -24.071015 1.998112 -1.596959 0.02 0.40 -0.15 -0.0547
H -23.862242 1.321713 0.704568 -0.28 -0.16 1.18 0.1529
H -24.054671 -0.204092 -0.092697 -1.09 -0.75 -0.58 0.3252
H -21.654121 0.100757 1.711969 0.82 0.39 -0.35 0.4205
H -22.960138 -0.831781 2.100753 -0.47 -0.24 -0.19 0.3998
H -22.081412 -1.256106 0.624941 0.20 0.04 -0.01 0.4155
H -21.509724 2.069816 0.872049 -0.27 -0.76 0.30 0.1129
H -22.240243 2.992405 -0.323489 0.77 -0.27 -0.30 0.0010
H -19.653302 1.251018 -0.715933 -0.43 0.20 -0.05 0.3715
H -19.624116 2.847332 -0.058407 0.08 0.47 0.07 0.3872
H -20.188048 2.600838 -1.733014 0.29 0.12 -0.04 0.0980
C -20.583869 1.226803 -5.851163 0.29 -0.16 0.54 -1.4586
C -21.963755 0.766584 -6.316315 0.11 -0.37 0.56 -0.5375
N -23.038769 1.721818 -6.010816 0.20 -1.13 0.30 0.8316
C -24.324999 1.122088 -6.302276 -0.11 -1.03 -0.66 -1.4210
C -25.541971 1.985567 -5.955367 0.52 -0.83 0.40 -0.5047
C -22.852946 3.056258 -6.446962 0.08 0.72 -1.80 -0.7412
C -22.830436 3.266192 -8.040010 0.58 2.81 3.21 -1.3577
H -20.497195 1.839939 -4.944191 -0.68 -0.51 0.13 0.1959
H -19.989640 1.773925 -6.525051 0.18 1.12 -1.56 0.4318
H -19.937014 0.371583 -5.747343 0.03 -0.67 0.52 0.4471
H -21.893528 0.402204 -7.395340 -0.31 0.63 0.91 0.3833
H -22.191571 -0.145444 -5.711368 -0.04 0.57 -0.53 0.4401
H -24.342528 0.727815 -7.390021 -0.27 0.62 1.22 0.3435
H -24.390970 0.212368 -5.664590 0.10 0.39 -0.50 0.5886
H -26.341573 1.315502 -5.648124 -0.22 0.08 -0.26 -0.1846
H -25.342492 2.605841 -5.096221 0.26 0.22 0.46 0.3587
H -25.861091 2.638911 -6.733724 -0.31 0.27 -0.69 0.3306
H -21.939861 3.465785 -6.015212 0.38 -0.27 -0.26 0.5615
H -23.588629 3.714189 -6.004002 -0.65 0.00 0.00 0.2169
H -23.778079 3.241784 -8.521006 -0.73 -0.38 -0.38 0.1945
H -22.093514 2.646458 -8.425419 1.06 -1.38 -1.13 0.4684
H -22.419502 4.311824 -8.118092 -0.49 -0.79 -0.36 0.3598
C -26.232897 6.613292 -7.395905 0.55 -0.80 0.06 -1.6400
C -26.617043 5.172592 -7.098626 1.27 -1.33 1.30 0.2712
N -27.942619 4.760278 -7.551145 0.25 0.44 1.86 1.2563
C -28.139518 4.919579 -8.942009 -0.30 -1.82 -1.29 -0.6405
C -29.354095 4.135788 -9.441366 -0.76 1.55 -1.12 -1.3585
C -28.889568 5.590942 -6.840487 -0.88 -0.07 0.94 -1.0916
C -28.847852 5.490532 -5.322130 -1.21 0.39 0.43 -1.1214
H -25.149084 6.730907 -7.367498 -0.14 0.02 0.36 0.3402
H -26.731623 7.317175 -6.757819 0.02 0.40 0.39 0.2328
H -26.493547 6.812704 -8.401494 -0.39 0.45 -1.18 0.4998
H -25.830699 4.468562 -7.504304 -0.88 0.76 0.10 -0.5966
H -26.614725 4.972972 -5.980002 0.27 0.33 -1.28 0.1803
H -28.345887 5.939284 -9.257747 0.77 0.46 -0.14 0.3979
H -27.244747 4.420414 -9.355970 -0.24 0.83 -0.61 0.3345
H -29.315347 3.102637 -9.228660 -0.10 -1.10 0.74 0.2759
H -30.322925 4.616402 -9.113659 0.98 -0.77 -0.32 0.3059
H -29.329809 4.162950 -10.547619 -0.19 0.27 0.39 0.4359
H -29.894460 5.320483 -7.180773 0.15 0.18 0.04 0.5070
H -28.705320 6.640160 -7.045865 -0.27 0.41 -0.56 0.5785
H -28.623843 4.508665 -4.942588 -0.19 -0.63 0.04 0.2011
H -29.821240 5.841534 -4.914948 0.36 -0.55 -0.24 0.5536
H -28.163081 6.150993 -4.826181 0.81 0.46 -0.12 0.1251